# 1
A 10-piece molecular cluster, C6H34N2O9 overall, computed with ωB97M-V/def2-TZVPD.

Values from the calculation:
ΔE to the lowest compared entry with this formula, charge and spin: 239.1 kJ/mol
Charge: 0
HOMO: -0.34409 Ha
SMILES string: CCC[C@@H](CN)NC.O.O.O.O.O.O.O.O.O
Frontier orbital gap: 0.3547 Ha
Lowest unoccupied orbital energy: 0.289 eV

```
51
Properties=species:S:1:pos:R:3:lowdin_charge:R:1
O -2.232 -0.753 -0.306 -0.0739
O -0.036 -3.681 1.349 -0.0730
O 1.990 -2.355 -0.150 -0.0646
O 2.304 1.474 -3.838 -0.0474
O -1.150 -1.125 -2.994 -0.0473
O -1.340 -3.088 -1.162 -0.0532
O -1.950 -3.127 2.977 -0.0423
O -1.627 -0.561 3.083 -0.0860
O -2.412 1.478 -2.049 -0.0450
N 2.406 0.938 -0.457 -0.0721
N 0.769 -0.556 1.971 0.0295
C 1.393 1.358 0.529 -0.3600
C -0.204 3.468 0.748 -0.2530
C 0.738 2.639 -0.141 -0.1608
C -1.171 4.377 -0.023 -0.0852
C 0.301 0.367 0.905 -0.2157
C 3.716 1.544 -0.219 -0.1228
H 0.756 -1.461 1.512 0.0405
H 1.595 3.289 -0.298 0.0979
H -2.055 4.590 0.561 0.0654
H -1.960 -3.122 -1.889 0.0554
H 1.962 -2.603 -1.076 0.0484
H -0.591 0.874 1.244 0.0808
H 1.314 -2.982 0.180 0.0033
H -2.411 0.843 -1.334 -0.0103
H 1.361 1.588 -3.840 0.0134
H -0.664 -0.357 2.976 0.0120
H 3.672 2.549 -0.650 0.0720
H 1.729 -0.333 2.183 0.0865
H -1.402 -3.781 -0.507 0.0413
H 0.407 2.255 -1.107 0.0960
H -1.238 -1.177 -3.936 0.0347
H -1.778 -1.569 -0.643 0.0016
H -0.611 5.265 -0.301 0.0743
H -1.540 1.841 -2.130 0.0062
H -2.025 -0.718 0.614 -0.0033
H 1.839 1.826 1.425 0.1385
H -1.585 3.815 -0.857 0.0520
H 4.429 1.134 -0.938 0.0824
H -1.809 -0.412 -2.888 0.0229
H -2.560 -2.718 2.370 0.0501
H 4.090 1.541 0.804 0.0802
H -1.564 -2.411 3.502 0.0402
H 0.056 -0.081 -0.057 0.1172
H -2.057 0.195 3.481 0.0561
H 2.513 -0.048 -0.199 0.0817
H 2.416 1.570 -2.896 -0.0128
H 0.193 -4.587 1.588 0.0691
H -0.658 -3.499 2.077 -0.0156
H -0.699 2.810 1.474 0.0875
H 0.424 4.005 1.469 0.1072
```

***

# 2
A 17-piece molecular cluster, C6H35BO24 overall, computed with ωB97M-V/def2-TZVPD.

Values from the calculation:
Charge: -1
HOMO (spin up / spin down): -0.29800 / -0.29661 Ha
⟨S²⟩: 0.754
Spin multiplicity: 2
Frontier orbital gap (spin up / spin down): 0.3496 / 0.3130 Ha
Lowest unoccupied orbital energy (spin up / spin down): 1.405 / 0.445 eV

```
66
Properties=species:S:1:pos:R:3:lowdin_charge:R:1
O 26.570 -22.958 15.935 -0.0405
O 18.852 -20.958 16.703 -0.0316
O 18.661 -22.492 19.024 0.1396
O 18.239 -18.008 19.751 -0.0582
O 18.661 -23.448 15.448 -0.0521
O 24.993 -27.955 19.392 -0.0500
O 21.861 -21.794 19.988 0.2091
O 23.099 -19.227 20.996 -0.0386
O 22.389 -24.146 20.575 0.2462
O 20.714 -23.456 18.862 0.2142
O 20.409 -27.938 17.087 0.0017
O 23.368 -23.402 15.405 -0.0356
O 22.849 -27.436 22.642 -0.0537
O 26.738 -21.939 18.691 -0.0501
O 23.025 -23.201 18.456 0.2514
O 18.633 -25.886 18.128 -0.0361
O 24.904 -24.314 18.055 0.1162
O 24.550 -20.451 18.468 -0.0219
O 26.245 -24.808 23.285 -0.0490
O 22.426 -21.557 22.892 -0.0258
O 24.220 -25.505 20.755 0.1134
O 27.073 -25.609 15.473 -0.0684
O 20.243 -20.179 20.169 0.1103
O 16.180 -21.710 18.584 -0.0649
C 20.647 -21.297 19.813 -0.3113
C 21.488 -27.361 17.751 -0.3120
C 22.464 -26.834 16.670 -0.0566
C 19.839 -22.457 19.248 -0.2918
C 23.939 -24.022 18.765 -0.3867
C 23.562 -24.656 20.183 -0.2958
B 22.016 -23.178 19.517 -0.8800
H 22.008 -26.164 15.941 0.0836
H 19.201 -26.641 17.974 -0.0205
H 18.760 -22.812 16.155 -0.0206
H 26.668 -24.061 23.709 0.0252
H 26.695 -22.255 19.593 0.0415
H 26.615 -26.300 15.952 0.0197
H 22.049 -20.856 23.423 0.0416
H 24.002 -20.457 19.252 0.0238
H 24.245 -28.364 19.826 0.0213
H 23.242 -26.209 17.107 0.0510
H 22.436 -19.763 21.430 -0.0106
H 22.389 -27.010 23.366 0.0277
H 21.679 -22.110 22.660 0.0365
H 23.941 -22.659 15.216 0.0142
H 17.425 -18.283 20.174 0.0285
H 18.226 -20.659 16.043 0.0591
H 17.109 -21.928 18.654 -0.0425
H 24.098 -19.861 17.864 0.0674
H 25.878 -21.550 18.532 -0.0285
H 26.398 -24.671 22.350 0.0177
H 26.080 -22.227 15.560 0.0408
H 15.796 -22.031 19.399 0.0266
H 22.670 -18.384 20.852 0.0431
H 21.188 -26.436 18.242 0.1085
H 22.931 -27.639 16.102 0.0766
H 19.235 -25.175 18.350 -0.0027
H 23.145 -26.714 22.088 -0.0154
H 24.925 -27.027 19.620 -0.0116
H 26.575 -22.786 16.877 -0.0001
H 18.554 -20.553 17.518 0.0349
H 23.616 -23.678 16.288 -0.0123
H 18.110 -23.006 14.802 0.0190
H 18.915 -18.553 20.155 -0.0150
H 26.662 -24.797 15.770 -0.0324
H 21.921 -28.019 18.504 0.1123
```

***

# 3
A 11-piece molecular cluster, C6H36N2O10 overall, computed with ωB97M-V/def2-TZVPD.

Values from the calculation:
ΔE to the lowest compared entry with this formula, charge and spin: 644.0 kJ/mol
Charge: 0
HOMO: -0.33223 Ha
SMILES string: CCNCCCCN.O.O.O.O.O.O.O.O.O.O
Frontier orbital gap: 0.3276 Ha
Lowest unoccupied orbital energy: -0.125 eV

```
54
Properties=species:S:1:pos:R:3:lowdin_charge:R:1
O 0.841 -0.734 -3.302 -0.1000
O -1.011 2.061 3.557 -0.0206
O -1.812 -0.488 -1.451 -0.0267
O 3.722 0.536 -1.815 -0.0823
O -1.027 -0.744 4.260 -0.0418
O -3.463 1.292 1.676 -0.0467
O -1.513 -2.680 1.646 -0.0613
O -1.322 -0.133 -4.698 -0.0571
O 3.290 3.659 -0.554 -0.0401
O -3.621 -1.312 0.651 -0.1444
N -0.304 1.157 0.470 -0.0644
N 1.526 -4.215 0.662 0.0228
C 0.354 3.012 -1.294 -0.0618
C 1.027 0.384 0.724 -0.1773
C -0.131 2.593 0.192 -0.2706
C 0.777 -1.091 0.849 -0.2076
C 1.123 -1.934 -0.391 -0.2369
C 1.907 -3.172 -0.378 -0.2791
H 0.542 0.291 -3.129 0.1185
H -2.321 -1.084 -0.849 0.0505
H -1.267 0.812 -4.664 0.0182
H -0.545 3.200 -1.949 0.0817
H -3.441 1.972 2.444 0.1236
H -2.332 0.166 -1.774 -0.0108
H 3.271 0.714 -2.749 0.1160
H 3.005 -3.037 -0.461 0.1042
H 3.071 -0.050 -1.488 -0.0635
H -4.357 -1.070 -0.025 0.1026
H 2.584 3.122 -0.138 0.0107
H 1.622 -3.773 -1.378 0.1496
H -0.508 -0.263 4.919 0.0421
H 3.820 2.905 -0.515 -0.0120
H 1.416 0.871 1.544 0.0680
H -1.008 3.127 0.374 0.0622
H 0.612 3.080 0.937 0.1296
H 1.934 0.479 -0.085 0.1287
H 1.004 3.886 -1.172 0.0608
H -0.251 1.446 3.983 0.1298
H -0.697 0.761 -0.433 0.0798
H 0.088 -2.215 -0.961 0.1417
H -0.433 -0.357 -5.008 0.0332
H -0.933 1.847 2.729 -0.1228
H 1.360 -3.837 1.568 0.0386
H -2.756 1.562 1.157 -0.0297
H -1.349 -1.971 2.284 0.0088
H -3.415 -0.371 1.062 0.0544
H 1.453 -1.514 1.673 0.1432
H 0.745 -4.644 0.315 0.0111
H 0.119 -1.097 -2.847 -0.0368
H -1.216 0.037 3.727 -0.0052
H -2.441 -2.893 1.614 0.0242
H -0.152 -1.261 1.292 0.0328
H 0.769 2.118 -1.677 0.0211
H 1.645 -1.151 -1.121 0.0912
```

***

# 4
A 11-piece molecular cluster, C6H36N2O10 overall, computed with ωB97M-V/def2-TZVPD.

Values from the calculation:
ΔE to the lowest compared entry with this formula, charge and spin: 522.3 kJ/mol
Charge: 0
HOMO: -0.31772 Ha
SMILES string: CC(C)NC[C@H](C)N.O.O.O.O.O.O.O.O.O.O
Frontier orbital gap: 0.3247 Ha
Lowest unoccupied orbital energy: 0.190 eV

```
54
Properties=species:S:1:pos:R:3:lowdin_charge:R:1
O -0.953 1.299 -4.177 -0.0688
O 0.903 3.447 -0.589 -0.0409
O -1.018 1.628 3.094 -0.0437
O 2.236 0.524 3.478 -0.1376
O -1.524 2.606 -2.027 -0.0702
O 3.214 -0.250 1.210 -0.0828
O -3.705 0.986 -1.143 0.0348
O 2.643 2.565 1.266 -0.0676
O -2.412 -0.486 -2.902 -0.0314
O 1.856 -3.403 0.745 -0.0464
N 0.138 -0.988 1.352 -0.0487
N 0.352 -2.070 -1.986 0.0458
C -1.951 -1.165 2.553 -0.1141
C -0.907 -2.021 1.905 -0.3553
C -0.016 -0.513 -0.007 -0.1981
C -1.264 -3.130 0.846 -0.0480
C 1.450 0.132 -1.808 -0.0803
C 0.957 -1.068 -1.071 -0.4073
H 0.109 0.592 0.142 0.1101
H -1.305 2.029 -2.825 0.0041
H 0.974 1.249 -1.718 0.0913
H -1.552 0.478 -4.059 0.0651
H -3.955 0.359 -0.385 0.1488
H -3.026 1.441 -1.289 -0.1288
H 2.005 -0.111 2.634 0.0763
H 2.430 0.544 -1.616 0.0639
H -1.207 -4.128 1.339 0.0875
H -0.114 0.863 -4.062 0.0221
H 2.534 -3.169 0.099 0.0486
H 1.498 0.030 -2.942 0.0807
H 2.827 0.649 1.157 0.0080
H 1.124 -3.680 0.189 0.0129
H 2.099 2.921 0.482 0.0305
H 1.027 -1.474 1.331 0.0441
H -0.557 -1.760 -2.279 0.0353
H -0.360 -2.436 2.832 0.1490
H 0.884 -2.521 -2.717 0.0773
H 1.779 -1.551 -0.497 0.0969
H -1.077 -0.624 -0.399 0.1296
H -1.557 -0.478 3.404 0.0890
H -0.321 1.299 2.637 -0.0669
H -2.826 -1.073 -3.411 -0.0116
H -0.539 2.239 3.723 0.0846
H -2.842 -1.587 3.002 0.0671
H -2.978 0.086 -2.277 0.0434
H 0.396 2.799 -1.103 0.0008
H -0.567 -3.073 0.019 0.0199
H 1.606 0.172 4.117 0.0185
H 2.089 2.897 1.919 -0.0053
H -2.319 3.102 -2.006 0.0337
H -2.211 -0.282 1.962 0.0519
H 4.053 -0.104 1.671 0.0674
H -2.268 -3.060 0.495 0.0556
H 1.178 4.024 -1.287 0.0590
```

***

| no. | largest force on an atom (eV/A) |
| --- | --- |
| 1 | 3.757 |
| 2 | 4.121 |
| 3 | 9.405 |
| 4 | 13.776 |